{"formula": "C41H50F6N2O3P", "method": "ωB97M-V/def2-TZVPD", "elements": ["C", "C", "C", "C", "O", "P", "O", "C", "C", "C", "C", "O", "C", "C", "C", "C", "H", "H", "H", "H", "H", "H", "H", "H", "H", "H", "H", "H", "H", "H", "H", "H", "H", "H", "H", "H", "H", "H", "H", "H", "H", "H", "H", "F", "C", "F", "F", "C", "N", "C", "C", "C", "C", "C", "C", "C", "C", "C", "C", "C", "C", "C", "C", "C", "N", "C", "C", "F", "F", "F", "C", "C", "C", "C", "C", "C", "C", "C", "C", "C", "H", "H", "H", "H", "H", "H", "H", "H", "H", "H", "H", "H", "H", "H", "H", "H", "H", "H", "H", "H", "H", "H", "H"], "coordinates": [[-5.4361, 1.2613, -4.8619], [-5.4775, 0.6016, -3.4832], [-4.1187, 0.6599, -2.7971], [-4.1708, 0.1459, -1.3632], [-2.8976, 0.3112, -0.6973], [-2.8281, 1.3002, 0.6347], [-2.1407, 0.3880, 1.8377], [-2.5861, 0.6982, 3.2122], [-1.9144, 1.9368, 3.8232], [-2.1288, 2.0935, 5.3329], [-3.4894, 2.6846, 5.7030], [-1.5191, 2.2399, 0.2280], [-1.7623, 3.6538, 0.1815], [-0.4372, 4.3904, 0.2649], [-0.6362, 5.8877, 0.1110], [0.7002, 6.6169, 0.1398], [-6.3022, 0.9746, -5.4651], [-5.4405, 2.3533, -4.7604], [-4.5295, 0.9749, -5.4100], [-6.2128, 1.1033, -2.8411], [-5.7860, -0.4498, -3.5672], [-3.4035, 0.0638, -3.3798], [-3.7478, 1.6979, -2.8041], [-4.9624, 0.6797, -0.8089], [-4.4013, -0.9279, -1.3660], [-3.6782, 0.8535, 3.1915], [-2.3839, -0.1968, 3.8184], [-0.8356, 1.9026, 3.6091], [-2.3153, 2.8306, 3.3209], [-1.9725, 1.1262, 5.8264], [-1.3481, 2.7696, 5.6965], [-3.5004, 2.9792, 6.7567], [-3.6958, 3.5833, 5.1107], [-4.2956, 1.9638, 5.5390], [-2.2576, 3.9357, -0.7607], [-2.4177, 3.9604, 1.0142], [0.0457, 4.1901, 1.2321], [0.2380, 4.0262, -0.5222], [-1.1658, 6.0712, -0.8309], [-1.2806, 6.2475, 0.9201], [0.5625, 7.6940, 0.0364], [1.2162, 6.4209, 1.0840], [1.3433, 6.2715, -0.6741], [1.3131, -3.3567, -8.8225], [0.7858, -2.3832, -8.0370], [1.7424, -1.9982, -7.1257], [0.5460, -1.2844, -8.8341], [-0.4686, -2.7887, -7.3201], [-0.9558, -1.6382, -6.5582], [-2.0693, -0.9705, -7.1296], [-3.3144, -1.6161, -7.1788], [-4.3978, -0.9796, -7.7740], [-4.2257, 0.2758, -8.3665], [-2.9691, 0.8878, -8.3751], [-1.8861, 0.2615, -7.7684], [-0.5806, -1.4293, -5.2546], [-0.8442, -0.1823, -4.6360], [-0.7053, -0.0249, -3.2742], [-0.2888, -1.1077, -2.4377], [-0.2352, -0.9685, -1.0313], [0.0103, -2.0695, -0.1523], [0.9841, -2.0625, 0.8846], [1.1914, -3.1693, 1.6845], [0.3319, -4.2847, 1.5854], [0.3693, -5.3330, 2.4699], [1.4987, -5.5715, 3.3647], [2.4771, -6.4702, 2.6691], [3.5573, -6.7912, 3.4239], [1.8628, -7.6460, 2.2951], [2.9181, -5.8822, 1.5064], [-0.8140, -6.0449, 2.7950], [-1.1495, -7.1955, 2.0715], [-2.2999, -7.9008, 2.4061], [-3.0929, -7.4710, 3.4750], [-2.7286, -6.3516, 4.2315], [-1.5683, -5.6554, 3.9121], [-0.6346, -4.3153, 0.5550], [-0.7771, -3.2457, -0.2987], [0.1010, -2.3093, -3.1067], [-0.0142, -2.4571, -4.4710], [-1.2228, -3.0379, -8.0712], [-0.2391, -3.6353, -6.6716], [-3.4032, -2.6058, -6.7276], [-5.3719, -1.4720, -7.7882], [-5.0748, 0.7743, -8.8375], [-2.8182, 1.8498, -8.8629], [-0.8823, 0.6858, -7.7863], [-1.1743, 0.6480, -5.2588], [-0.9375, 0.9322, -2.8047], [-0.3242, 0.0315, -0.6103], [1.6182, -1.1884, 1.0158], [1.9945, -3.1759, 2.4187], [1.9998, -4.6388, 3.6296], [1.1120, -6.1090, 4.2359], [-0.4801, -7.5093, 1.2700], [-2.5575, -8.7888, 1.8306], [-3.9997, -8.0204, 3.7257], [-3.3344, -6.0254, 5.0780], [-1.2224, -4.7957, 4.4888], [-1.2518, -5.2047, 0.4363], [-1.5311, -3.2845, -1.0855], [0.4955, -3.1409, -2.5278], [0.2731, -3.3976, -4.9289]], "forces_ev_per_angstrom": [[-0.069, 0.051, 0.056], [0.014, -0.096, 0.109], [0.321, 0.119, 0.098], [-0.127, 0.035, 0.005], [0.572, 0.161, 0.757], [-0.325, 0.550, 0.407], [-0.221, 0.315, -0.369], [-0.305, 0.142, -0.259], [0.198, -0.166, -0.528], [0.029, 0.137, -0.183], [0.058, -0.119, 0.092], [-0.507, -0.879, 0.037], [0.160, 0.356, -0.008], [-0.009, -0.232, 0.157], [0.029, -0.057, -0.022], [-0.109, 0.078, -0.027], [0.105, 0.088, 0.045], [0.051, -0.182, -0.075], [-0.161, 0.001, 0.058], [-0.024, -0.107, -0.181], [-0.014, 0.179, -0.009], [-0.071, 0.109, 0.141], [-0.072, -0.198, 0.083], [0.277, -0.201, -0.066], [0.000, 0.224, 0.130], [0.300, -0.153, -0.003], [0.078, 0.205, -0.378], [-0.264, -0.093, -0.025], [0.175, -0.123, 0.010], [-0.016, 0.143, 0.028], [-0.059, -0.136, 0.033], [-0.097, -0.102, -0.124], [0.012, -0.148, 0.057], [0.003, 0.142, 0.009], [-0.017, -0.222, 0.168], [0.133, -0.129, -0.233], [-0.086, -0.104, -0.194], [-0.137, -0.011, 0.137], [0.067, 0.150, 0.070], [0.011, 0.054, -0.082], [0.089, -0.030, 0.019], [-0.002, 0.073, -0.082], [-0.015, 0.060, 0.057], [-0.591, 0.818, 0.844], [1.386, 1.060, -0.739], [-0.729, -0.464, -0.904], [0.346, -1.205, 0.689], [-0.302, 0.149, 0.197], [0.641, -0.830, 0.644], [-0.758, 0.904, -1.006], [0.440, 0.256, 0.376], [0.073, 0.107, -0.162], [0.047, -0.021, 0.017], [-0.145, -0.056, 0.036], [-0.069, -0.375, 0.324], [-0.562, -0.056, -0.243], [-0.139, 0.388, 0.501], [0.049, 0.001, -0.265], [-0.242, 0.069, 0.306], [0.646, -0.125, -0.924], [-0.262, -0.693, 0.486], [-0.332, 0.121, -0.210], [-0.056, 0.052, -0.137], [-0.234, 0.076, -0.247], [0.779, 0.305, 0.485], [-0.547, 0.214, -0.161], [0.659, -1.109, -1.189], [-0.941, 0.388, -0.614], [0.782, 1.052, 0.426], [-0.163, -0.552, 1.073], [-0.763, -1.049, 0.248], [0.032, 0.469, 0.226], [-0.020, 0.102, 0.135], [0.010, 0.034, -0.057], [0.084, -0.202, -0.057], [0.203, 0.074, -0.643], [-0.040, 0.150, -0.011], [0.352, 0.091, -0.117], [-0.082, -0.156, -0.311], [0.250, -0.189, 0.605], [0.188, -0.212, 0.202], [-0.188, -0.045, -0.365], [-0.121, 0.246, -0.090], [0.296, 0.188, -0.019], [0.267, -0.163, 0.140], [-0.131, -0.233, 0.092], [-0.304, 0.020, -0.030], [0.002, -0.222, 0.265], [0.019, -0.235, -0.135], [0.195, 0.002, -0.089], [-0.131, -0.113, -0.012], [-0.223, 0.240, -0.288], [-0.011, -0.285, 0.306], [0.311, 0.314, 0.027], [-0.297, 0.013, 0.153], [-0.053, 0.191, 0.225], [0.229, 0.136, -0.042], [0.141, -0.175, -0.253], [-0.255, -0.172, -0.091], [0.080, 0.363, 0.062], [0.160, 0.040, 0.225], [-0.026, 0.203, -0.095], [0.069, 0.216, 0.278]], "mulliken_charge": [-0.93, -0.55, 0.44, -1.08, 0.27, -0.40, -0.07, -0.80, 0.05, -0.54, -1.16, -0.03, -0.80, -0.42, -0.38, -1.26, 0.39, 0.35, -0.02, 0.39, 0.32, -0.25, 0.26, 0.49, 0.25, 0.40, 0.29, 0.32, -0.02, 0.31, 0.31, 0.38, 0.30, 0.30, 0.30, 0.48, 0.24, 0.28, 0.32, 0.32, 0.37, 0.32, 0.32, -0.27, 0.99, -0.27, -0.24, -1.04, 0.56, -0.70, 0.07, -0.85, -0.46, -0.91, 0.09, 1.89, -0.57, -0.83, 0.71, -0.83, 0.57, -1.10, -0.86, 1.59, 0.66, -1.00, 0.97, -0.27, -0.25, -0.27, -0.81, 0.07, -0.86, -0.39, -0.78, 0.02, -0.64, -0.83, -1.02, -1.23, 0.38, 0.40, 0.48, 0.40, 0.42, 0.41, 0.53, 0.47, 0.36, 0.51, 0.54, 0.30, 0.40, 0.37, 0.49, 0.39, 0.39, 0.38, 0.44, 0.46, 0.62, 0.55, 0.31], "spin_multiplicity": 1, "fmax_ha_per_bohr": 0.0369, "molar_mass_g_mol": 763.824, "relative_energy_kcal_mol": 0.0, "charge": 1, "e_tot_ha": -2867.945516, "gap_ha": 0.2263, "lumo_energy_ev": -4.38}